(1)
C3H8N2O2 as an isolated structure. Source: the Open Molecules 2025 dataset; level of theory: wB97M-V/def2-TZVPD.

XYZ file:
```
15
Properties=species:S:1:pos:R:3:lowdin_charge:R:1
H 0.610 1.196 0.758 0.000
O 1.380 1.365 1.547 -0.166
N -0.259 0.581 -0.071 0.117
H 2.070 2.024 1.429 0.047
C -1.544 0.874 -0.350 0.069
C -0.007 -0.628 -0.584 0.050
C -2.093 -0.120 -1.174 0.105
N -1.156 -1.134 -1.175 0.148
H -1.095 -1.669 -2.041 0.191
H 0.883 -1.248 -0.461 0.143
H -3.115 -0.243 -1.520 0.163
H -1.984 1.816 -0.034 0.163
O 2.287 -1.080 0.880 -0.085
H 1.932 -0.179 1.100 -0.012
H 2.091 -1.556 1.697 0.065
```

Net charge: +1
HOMO (alpha / beta), eV: -14.0241 / -14.0192
ΔE to the lowest compared entry with this formula, charge and spin, kcal per mole: 46.0
Spin multiplicity: 2
Lowest unoccupied orbital energy (alpha / beta), eV: -5.252 / -9.241


(2)
The molecule C3H8N2O2S. Source: the Open Molecules 2025 dataset; level of theory: wB97M-V/def2-TZVPD.

XYZ file:
```
16
Properties=species:S:1:pos:R:3:lowdin_charge:R:1
C 0.962 0.768 -0.019 -0.623
C -0.519 -0.127 1.706 -0.021
C -0.838 -0.453 -0.810 -0.081
N -0.030 -0.092 0.294 -0.212
N 2.041 0.451 -1.320 0.070
O 2.064 3.282 -0.407 -0.467
O 1.604 1.281 1.083 -0.282
S 1.022 2.601 0.276 0.970
H 0.189 0.201 2.413 0.058
H -1.351 0.517 1.795 0.064
H -0.845 -1.239 2.003 0.137
H -0.270 -0.259 -1.672 0.053
H -1.171 -1.575 -0.694 0.129
H -1.775 0.176 -0.866 0.105
H 1.698 -0.461 -1.577 0.014
H 3.057 0.444 -1.001 0.086
```

Net charge: 0
HOMO, eV: -8.2488
ΔE to the lowest compared entry with this formula, charge and spin, kcal per mole: 73.0
Lowest unoccupied orbital energy, eV: 0.700